9
Properties=species:S:1:pos:R:3 method="wB97M-V/def2-TZVPD" molar_mass_g_mol=252.7 gap_ev=7.1 total_charge=+2 lumo_ev=-13.456 e_homo_ev=-20.55
Hg 1.7651 -0.5455 0.0488
C -1.4803 0.5181 -0.6415
C -1.6193 1.5611 0.1937
C -0.1807 -1.2878 0.5862
C -0.8854 -0.7215 -0.2547
H -2.0382 2.5013 -0.1664
H -1.8488 0.5737 -1.6685
H -0.3651 -2.4274 0.4329
H -1.2236 1.5456 1.2097